1.
Here is a single C14H18N4S2 molecule from OMol25. Energies are from ωB97M-V/def2-TZVPD.

Each atom is followed by the atoms it is bonded to, with distances in Å.
Cartesian coordinates (Å):
1 C -5.907 -1.791 1.832  C2 1.334, H21 0.842, H22 0.942
2 C -5.926 -0.549 1.346  C1 1.334, C3 1.558, H23 1.298
3 C -5.643 0.008 -0.082  C2 1.558, N4 1.293, H24 1.247, H25 1.183
4 N -4.609 0.781 -0.134  C3 1.293, C5 1.406, H26 1.099
5 C -3.366 0.210 -0.458  N4 1.406, S6 1.502, N7 1.403
6 S -3.128 -1.250 -0.716  C5 1.502
7 N -2.546 1.242 0.021  C5 1.403, C8 1.530, H27 1.088
8 C -1.093 1.392 -0.437  N7 1.530, C9 1.242, C20 1.365
9 C -0.426 2.437 -0.511  C8 1.242, C10 1.301, H28 1.330
10 C 0.813 2.797 -0.676  C9 1.301, C11 1.326, H29 1.031
11 C 1.634 1.756 -0.628  C10 1.326, C12 1.581, H30 1.060
12 C 1.124 0.263 -0.527  C11 1.581, N13 1.490, C20 1.476
13 N 1.842 -1.043 -0.535  C12 1.490, C14 1.286, H31 0.911
14 C 3.044 -1.211 -0.112  N13 1.286, S15 1.614, N16 1.460
15 S 3.670 -2.636 -0.537  C14 1.614
16 N 3.831 -0.150 0.509  C14 1.460, C17 1.321, H32 1.131
17 C 4.981 -0.516 1.047  N16 1.321, C18 1.574, H33 1.258, H34 0.999
18 C 5.772 0.801 1.389  C17 1.574, C19 1.356, H35 1.217
19 C 5.605 2.025 0.829  C18 1.356, H36 1.011, H37 1.256
20 C -0.349 0.247 -0.457  C8 1.365, C12 1.476, H38 0.976
21 H -6.122 -2.081 2.593  C1 0.842
22 H -5.663 -2.550 1.332  C1 0.942
23 H -6.324 0.443 2.082  C2 1.298
24 H -5.596 -1.067 -0.713  C3 1.247
25 H -6.700 0.385 -0.457  C3 1.183
26 H -4.771 1.759 0.341  N4 1.099
27 H -2.862 2.274 -0.120  N7 1.088
28 H -1.020 3.609 -0.309  C9 1.330
29 H 1.376 3.653 -0.797  C10 1.031
30 H 2.678 1.598 -0.727  C11 1.060
31 H 1.347 -1.719 -0.894  N13 0.911
32 H 3.158 0.536 1.106  N16 1.131
33 H 4.942 -1.144 2.136  C17 1.258
34 H 5.549 -1.098 0.467  C17 0.999
35 H 6.913 0.545 1.728  C18 1.217
36 H 6.237 2.779 1.060  C19 1.011
37 H 4.692 2.308 0.013  C19 1.256
38 H -0.746 -0.637 -0.335  C20 0.976

SMILES   C=CCNC(=S)Nc1cccc(NC(=S)NCC=C)c1
2S+1   1

2.
Here is a single C14H18O molecule from OMol25. Energies are from ωB97M-V/def2-TZVPD.

Each atom is followed by the atoms it is bonded to, with distances in Å.
Cartesian coordinates (Å):
1 C -1.534 -2.684 2.332  C2 1.296, H16 1.101, H17 0.996
2 C -0.967 -1.519 2.335  C1 1.296, C3 1.335
3 C -0.275 -0.384 2.208  C2 1.335, C4 1.510, H18 1.031
4 C 1.185 -0.276 1.840  C3 1.510, C5 1.536, H19 1.068, H20 1.059
5 C 1.427 0.769 0.740  C4 1.536, C6 1.495, C10 1.580, H21 1.165
6 C 2.808 1.342 0.779  C5 1.495, C7 1.344, H22 1.046
7 C 3.740 0.838 -0.048  C6 1.344, C8 1.459, H23 1.126
8 C 3.370 -0.157 -1.048  C7 1.459, C9 1.355, H24 0.977
9 C 2.094 -0.516 -1.327  C8 1.355, C10 1.461, H25 0.997
10 C 0.965 0.032 -0.578  C5 1.580, C9 1.461, C11 1.371
11 C -0.349 -0.006 -0.969  C10 1.371, C12 1.548, O13 1.406
12 C -0.654 -0.572 -2.377  C11 1.548, H26 1.104, H27 1.004, H28 1.044
13 O -1.300 0.712 -0.222  C11 1.406, C14 1.491
14 C -2.764 0.440 -0.280  O13 1.491, C15 1.529, H29 1.012, H30 1.142
15 C -3.126 1.651 -1.141  C14 1.529, H31 1.170, H32 1.095, H33 1.092
16 H -1.755 -3.128 1.349  C1 1.101
17 H -1.753 -3.085 3.217  C1 0.996
18 H -0.937 0.407 2.213  C3 1.031
19 H 1.630 -0.165 2.804  C4 1.068
20 H 1.644 -1.207 1.625  C4 1.059
21 H 0.645 1.581 1.032  C5 1.165
22 H 2.860 2.164 1.424  C6 1.046
23 H 4.824 1.125 -0.149  C7 1.126
24 H 4.115 -0.418 -1.624  C8 0.977
25 H 2.056 -1.097 -2.136  C9 0.997
26 H -1.147 0.294 -2.851  C12 1.104
27 H 0.224 -0.818 -2.798  C12 1.004
28 H -1.252 -1.416 -2.238  C12 1.044
29 H -2.921 -0.456 -0.723  C14 1.012
30 H -2.956 0.582 0.837  C14 1.142
31 H -4.288 1.749 -1.235  C15 1.170
32 H -2.777 2.632 -0.801  C15 1.095
33 H -2.833 1.585 -2.191  C15 1.092

SMILES   C=C=CC[C@H]1C=CC=C/C1=C(\C)OCC
2S+1   1

3.
Here is a single C14H19BCl2N2O4 molecule from OMol25. Energies are from ωB97M-V/def2-TZVPD.

Each atom is followed by the atoms it is bonded to, with distances in Å.
Cartesian coordinates (Å):
1 C -1.749 0.914 2.991  C2 1.545, H24 1.103, H25 1.100, H26 1.104
2 C -1.186 -0.249 2.142  C1 1.545, C3 1.545, C4 1.545, H27 1.107
3 C -0.041 0.300 1.262  C2 1.545, H28 1.099, H29 1.106, H30 1.065
4 C -2.261 -1.011 1.334  C2 1.545, C5 1.511, H31 1.099, H32 1.093
5 C -1.704 -2.180 0.558  C4 1.511, N6 1.482, B21 1.620, H33 1.109
6 N -0.860 -1.813 -0.604  C5 1.482, C7 1.369, H34 1.028
7 C -1.171 -0.950 -1.621  N6 1.369, O8 1.222, C9 1.518
8 O -2.242 -0.360 -1.628  C7 1.222
9 C -0.174 -0.799 -2.755  C7 1.518, N10 1.435, H35 1.112, H36 1.063
10 N 0.814 0.210 -2.502  C9 1.435, C11 1.375, H37 1.030
11 C 1.688 0.058 -1.452  N10 1.375, O12 1.220, C13 1.503
12 O 1.789 -1.015 -0.881  C11 1.220
13 C 2.508 1.246 -1.033  C11 1.503, C14 1.379, C19 1.388
14 C 3.845 1.085 -0.732  C13 1.379, C15 1.382, H38 1.062
15 C 4.539 2.170 -0.231  C14 1.382, Cl16 1.720, C17 1.398
16 Cl 6.092 1.886 0.451  C15 1.720
17 C 3.940 3.431 -0.164  C15 1.398, C18 1.359, H39 1.089
18 C 2.644 3.582 -0.545  C17 1.359, C19 1.386, H40 1.103
19 C 1.892 2.487 -0.942  C13 1.388, C18 1.386, Cl20 1.711
20 Cl 0.265 2.676 -1.434  C19 1.711
21 B -2.964 -3.123 0.172  C5 1.620, O22 1.395, O23 1.358
22 O -3.229 -4.272 0.917  B21 1.395, H41 0.976
23 O -3.756 -2.688 -0.841  B21 1.358, H42 0.973
24 H -2.432 1.552 2.405  C1 1.103
25 H -0.917 1.489 3.423  C1 1.100
26 H -2.392 0.518 3.796  C1 1.104
27 H -0.727 -0.973 2.843  C2 1.107
28 H 0.565 1.075 1.752  C3 1.099
29 H -0.422 0.697 0.302  C3 1.106
30 H 0.690 -0.431 1.007  C3 1.065
31 H -2.792 -0.349 0.636  C4 1.099
32 H -3.005 -1.352 2.058  C4 1.093
33 H -1.112 -2.844 1.221  C5 1.109
34 H 0.092 -2.200 -0.606  N6 1.028
35 H -0.707 -0.578 -3.706  C9 1.112
36 H 0.333 -1.720 -2.915  C9 1.063
37 H 0.618 1.142 -2.894  N10 1.030
38 H 4.222 0.096 -0.650  C14 1.062
39 H 4.558 4.303 0.044  C17 1.089
40 H 2.142 4.564 -0.516  C18 1.103
41 H -4.047 -4.678 0.573  O22 0.976
42 H -3.347 -1.896 -1.234  O23 0.973

SMILES   CC(C)C[C@H](NC(=O)CNC(=O)c1cc(Cl)ccc1Cl)B(O)O
2S+1   1

| no. | HOMO-LUMO gap (eV) |
| --- | --- |
| 1 | 8.64 |
| 2 | 7.91 |
| 3 | 9.29 |